(1)
The following is a DFT calculation (ωB97M-V/def2-TZVPD) of C26H49BrClIN3O2 as an isolated structure.

The geometry in ORCA input format:
```
! wB97M-V def2-TZVPD RIJCOSX def2/J DEFGRID3
* xyz 1 1
C -6.0944 3.5508 1.9546
O -4.7950 4.2010 1.7051
C -3.8087 3.2298 1.1502
C -4.2681 2.9050 -0.4178
C -3.0085 2.5940 -1.4193
C -2.4566 3.8822 -2.2686
C -2.2560 5.2581 -1.4016
C -0.6827 5.5812 -0.9926
C 0.0758 4.1904 -0.5710
C 1.2905 4.3601 0.5165
C 2.0976 2.8959 0.5584
C 1.0894 1.6287 0.9175
C 0.9382 0.4068 -0.1869
C 0.5530 0.7621 -1.7400
C -0.3251 -0.4759 -2.4426
C 0.6142 -1.6329 -3.1258
C -0.2803 -2.5552 -4.1716
N -0.7615 -3.8646 -3.5864
C 0.2723 -4.9649 -3.6882
C -1.3250 -3.7156 -2.1901
C -2.8614 -3.0842 -2.0189
O -0.6702 -4.1000 -1.0617
C 2.3598 -0.3365 0.1573
Cl 3.3990 -1.2103 -1.1320
N 2.6163 -0.1916 1.5238
C 3.8676 -0.8484 2.0736
C 3.7530 -2.5153 2.0630
C 3.7551 -3.1507 3.5904
C 2.9561 -4.6197 3.6144
C 3.9941 -5.8888 3.8213
N 3.3051 -6.8382 4.8241
C 1.5293 0.6329 2.1874
Br 2.2199 1.6055 3.8416
I -0.1267 -0.5436 3.1126
H -6.8377 3.8264 1.0826
H -6.0302 2.3670 1.9625
H -6.5301 3.8440 3.0217
H -2.7146 3.6705 1.2230
H -3.8429 2.2922 1.8493
H -4.9220 1.9102 -0.3387
H -4.9438 3.7513 -0.8651
H -2.1913 2.0282 -0.7895
H -3.4057 1.7944 -2.2117
H -3.2283 4.0806 -3.1472
H -1.4565 3.5244 -2.8129
H -2.9085 5.3409 -0.4340
H -2.6127 6.1508 -2.1096
H -0.1574 5.9738 -1.9798
H -0.5962 6.4489 -0.1964
H 0.5603 3.7560 -1.5604
H -0.7282 3.4904 -0.0872
H 2.0616 5.1294 0.0500
H 0.9344 4.6954 1.5898
H 2.7016 2.7096 -0.4542
H 2.9444 3.0505 1.3852
H 0.0637 2.0578 1.3522
H 0.1529 -0.4586 0.0566
H 1.5283 0.9476 -2.3957
H -0.1607 1.7142 -1.8330
H -0.9128 0.0518 -3.3371
H -1.1305 -0.9040 -1.6940
H 1.1183 -2.3756 -2.3738
H 1.4907 -1.1388 -3.7673
H 0.4144 -2.8373 -5.1000
H -1.1987 -1.9459 -4.5722
H 0.4636 -5.1721 -4.8342
H 1.2500 -4.7510 -3.0736
H -0.2098 -5.9437 -3.2048
H -2.7923 -2.3871 -1.0553
H -3.1361 -2.3931 -2.9512
H -3.6744 -3.9114 -1.8434
H 4.0959 -0.5688 3.2055
H 4.7713 -0.4611 1.4158
H 2.7848 -2.8684 1.4924
H 4.6707 -2.9545 1.4643
H 4.8785 -3.3373 3.8858
H 3.2690 -2.4166 4.3904
H 2.1877 -4.6664 4.5188
H 2.3749 -4.7830 2.5872
H 4.1513 -6.5293 2.8379
H 5.0362 -5.5546 4.2610
H 3.1140 -6.3057 5.7168
H 2.3364 -7.0899 4.4764
*
```

Summary:
E_HOMO, eV: -11.04
Frontier orbital gap, eV: 6.38

=====

(2)
The following is a DFT calculation (ωB97M-V/def2-TZVPD) of C11H9N4O2PbS2Se3Te as an isolated structure.

The geometry in ORCA input format:
```
! wB97M-V def2-TZVPD RIJCOSX def2/J DEFGRID3
* xyz 0 2
Pb 0.6203 -2.1437 -1.7914
N 1.6072 4.6871 0.5630
C 1.4560 3.3467 0.8055
C 2.2142 2.4071 0.0949
C 2.0846 1.0597 0.3537
C 1.1961 0.6317 1.3370
C 0.4364 1.5509 2.0561
C 0.5676 2.8979 1.7901
S 0.9119 -1.0609 1.6168
O 0.6844 -1.2925 3.0025
O 2.2489 -1.7367 1.1852
N -0.1024 -1.6162 0.5950
C -1.3946 -1.1706 0.4291
N -2.0302 -0.4656 1.3623
C -3.2976 -0.1628 1.0881
C -3.9347 -0.5434 -0.0799
C -3.1653 -1.2367 -0.9989
N -1.8975 -1.5405 -0.7557
H 2.1284 4.9944 -0.2365
H 0.9639 5.3422 0.9652
H 2.9176 2.7453 -0.6563
H 2.6896 0.3477 -0.1925
H -0.2473 1.2032 2.8178
H -0.0146 3.6180 2.3524
H -3.8229 0.4096 1.8451
H -4.9688 -0.2983 -0.2698
H -3.5580 -1.5475 -1.9604
Se 0.4819 -4.8213 -2.1289
Se 1.3791 -4.1849 -4.1922
Te -0.7152 -4.0908 -5.6111
Se -1.8350 -2.1267 -4.8429
S 3.9288 -2.9058 -0.3715
C 2.4670 -2.2963 -0.1719
*
```

Summary:
E_HOMO (spin up / spin down), eV: -7.81 / -7.79
Frontier orbital gap (spin up / spin down), eV: 7.45 / 5.68

=====

no.,total energy (Eh)
1,-4665.96591
2,-9255.59881